Record 1
C24H28N4O | wB97M-V/def2-TZVPD

Positions of all 57 atoms, in Å:
C1 -0.2517 4.3212 -0.9493
C2 -0.5453 3.6546 -2.2884
C3 -0.8162 2.1560 -2.1650
H1 -1.6272 1.9860 -1.4537
C4 0.4206 1.3725 -1.7143
N1 0.1621 -0.0421 -1.6880
C5 0.3807 -0.9809 -2.6599
N2 -0.0316 -2.1739 -2.3261
C6 -0.5663 -2.0541 -1.0747
C7 -1.1446 -3.0085 -0.2538
C8 -1.6070 -2.5883 0.9838
N3 -2.2001 -3.4631 1.8643
C9 -2.6794 -3.1179 3.1025
O1 -3.2006 -3.9467 3.8282
C10 -2.5019 -1.6868 3.4297
N4 -1.9554 -0.8424 2.6316
C11 -1.4950 -1.2353 1.4077
C12 -0.9118 -0.2774 0.5767
C13 -0.4571 -0.6999 -0.6510
H2 -0.8392 0.7412 0.9212
C14 -2.9770 -1.2463 4.7833
C15 -3.1643 0.2642 4.8507
H3 -2.2200 0.7634 4.6537
H4 -3.8842 0.5913 4.1051
H5 -3.5216 0.5536 5.8358
C16 -1.9666 -1.7244 5.8337
H6 -0.9906 -1.2819 5.6447
H7 -1.8782 -2.8072 5.8035
H8 -2.2980 -1.4306 6.8265
H9 -3.9276 -1.7554 4.9768
H10 -2.3001 -4.4339 1.5882
H11 -1.2313 -4.0366 -0.5676
C17 1.0820 -0.7041 -3.9408
H12 0.6400 -1.3366 -4.7113
H13 0.9635 0.3412 -4.2285
C18 2.5817 -1.0493 -3.8152
C19 3.2196 -0.2265 -2.7341
C20 3.7715 1.0167 -3.0197
C21 4.2866 1.8096 -2.0089
C22 4.2493 1.3704 -0.6965
C23 3.7081 0.1301 -0.4023
C24 3.2002 -0.6637 -1.4150
H14 2.7808 -1.6322 -1.1823
H15 3.6812 -0.2203 0.6191
H16 4.6459 1.9906 0.0937
H17 4.7149 2.7727 -2.2457
H18 3.7984 1.3652 -4.0432
H19 2.6687 -2.1106 -3.5798
H20 3.0662 -0.8601 -4.7747
H21 1.2592 1.5738 -2.3839
H22 0.7161 1.6726 -0.7064
H23 -1.1400 1.7678 -3.1343
H24 0.2960 3.8151 -2.9667
H25 -1.4235 4.1267 -2.7335
H26 -0.1702 5.3978 -1.0770
H27 0.6830 3.9611 -0.5273
H28 -1.0529 4.1214 -0.2413

Cartesian forces, eV/Å:
0.0102 -0.0102 -0.2468
-0.1312 -0.1302 0.1676
0.2738 0.1385 -0.0702
-0.0757 -0.0523 -0.0136
-0.2661 0.4522 -0.1360
-0.0025 -0.3392 -0.1204
-0.1901 0.0763 0.0591
0.1374 -0.4311 -0.4823
-0.0180 0.6607 0.4082
0.0120 0.1586 0.0534
0.2227 0.6114 -0.1849
-0.1196 -0.2683 0.1517
0.0770 -0.5529 -0.4604
-0.0485 0.1404 0.1746
-0.0564 0.4001 0.0925
-0.3301 0.0471 0.7110
0.2672 -0.4798 -0.7937
-0.0083 -0.1685 -0.0337
-0.1638 -0.6160 0.1230
-0.0177 0.1458 0.0890
0.0047 0.0885 0.1721
-0.0246 -0.2646 -0.0414
0.0582 0.1247 -0.0069
-0.0533 0.1262 -0.0683
-0.0343 0.0240 0.1022
-0.1974 -0.0906 -0.0946
0.1112 0.0744 0.0044
0.0620 -0.0911 0.0621
0.0075 0.0170 0.1222
0.0758 0.0260 -0.0200
-0.0490 0.1713 0.1926
-0.0088 -0.1513 -0.0592
0.1813 -0.0720 -0.0777
-0.0762 0.0903 0.0339
-0.0066 0.0110 -0.0658
-0.1389 0.1256 -0.0171
0.1776 -0.0668 -0.0720
0.0188 -0.0656 -0.0126
0.0158 0.1152 -0.0145
0.0284 0.0875 0.0768
-0.0199 -0.0072 0.0969
0.0659 -0.0056 -0.0346
-0.0727 -0.1198 0.0239
0.0012 -0.0331 0.0864
0.0411 0.0450 0.0651
0.0422 0.0740 -0.0167
0.0060 0.0253 -0.1158
0.0128 -0.0092 -0.0635
0.0248 -0.0616 0.0130
-0.0162 -0.0293 0.1399
0.1136 -0.0222 -0.0881
-0.0268 -0.0771 0.0307
-0.0146 0.0362 -0.1048
0.0565 0.0207 -0.0813
0.0375 0.1036 0.0843
0.0976 0.0025 0.1255
-0.0732 -0.0046 0.1349

Output
* energy above the lowest of the compared OMol25 structures with the same formula, charge and spin: 0.000 eV
* charge: 0
* LUMO energy: 0.005 hartree

Record 2
C24H28N4O3 | wB97M-V/def2-TZVPD

Positions of all 59 atoms, in Å:
C1 4.5321 -3.3685 -0.1748
O1 4.4880 -2.0875 0.4030
C2 3.4740 -1.2463 0.0208
C3 3.5755 0.0766 0.4462
C4 2.6130 1.0035 0.1151
C5 1.4860 0.6523 -0.6402
C6 1.3938 -0.6807 -1.0463
C7 2.3712 -1.6104 -0.7359
H1 2.2411 -2.6244 -1.0799
H2 0.5416 -1.0307 -1.6049
N1 0.5602 1.6194 -1.0207
C8 -0.5373 1.2300 -1.8833
C9 -1.1558 2.4658 -2.5587
N2 -1.4880 3.5420 -1.6681
C10 -0.3948 3.8558 -0.7877
C11 0.1454 2.6208 -0.0529
H3 0.9909 2.9193 0.5635
H4 -0.6305 2.2095 0.6085
H5 -0.7109 4.6110 -0.0672
H6 0.4215 4.2714 -1.3950
C12 -2.8380 3.8479 -1.2799
C13 -3.3639 3.3812 0.0991
H7 -3.9977 4.1759 0.4970
H8 -2.5392 3.2490 0.7965
C14 -4.2130 2.1052 0.1045
N3 -3.4373 0.8934 -0.0259
C15 -2.6096 0.4404 0.9295
O2 -2.3429 1.0370 1.9584
C16 -2.0274 -0.9280 0.5447
O3 -2.5977 -1.5728 -0.3278
C17 -0.8367 -1.3505 1.2264
C18 -0.0297 -0.6024 2.0660
N4 1.0124 -1.3440 2.4836
C19 0.9373 -2.6012 1.9365
C20 1.7688 -3.6993 2.0929
C21 1.4332 -4.8493 1.4055
C22 0.3022 -4.9031 0.5889
C23 -0.5327 -3.8149 0.4404
C24 -0.2155 -2.6468 1.1245
H9 -1.4087 -3.8550 -0.1868
H10 0.0798 -5.8218 0.0662
H11 2.0553 -5.7276 1.5019
H12 2.6453 -3.6524 2.7217
H13 1.7674 -1.0129 3.0621
H14 -0.1609 0.4125 2.3853
H15 -3.6312 0.2452 -0.7790
H16 -4.9453 2.1318 -0.7043
H17 -4.7463 2.0656 1.0624
H18 -2.9177 4.9447 -1.2908
H19 -3.4977 3.4727 -2.0659
H20 -2.0424 2.1612 -3.1170
H21 -0.4154 2.8522 -3.2752
H22 -0.1541 0.5846 -2.6750
H23 -1.3064 0.6812 -1.3235
H24 2.7587 2.0235 0.4346
H25 4.4371 0.3658 1.0283
H26 5.4468 -3.8284 0.1971
H27 3.6723 -3.9773 0.1230
H28 4.5735 -3.3118 -1.2676

Cartesian forces, eV/Å:
-0.0128 -0.2338 -0.0972
-0.1137 0.3621 0.1446
0.0028 0.0696 -0.0419
0.0734 -0.2706 0.0163
-0.0869 0.0230 0.0377
0.3454 -0.3587 -0.0254
-0.1138 0.3213 -0.0142
0.4095 -0.1767 0.0994
-0.0114 -0.1458 0.0116
-0.1289 0.0010 -0.0483
-0.1963 0.3609 -0.2914
-0.1005 0.0933 -0.2003
0.1626 -0.1852 -0.0325
0.1035 -0.2770 0.0302
0.0531 -0.0963 0.0931
-0.0318 0.2939 0.0112
-0.0288 -0.0092 -0.0006
0.0298 0.0829 0.0574
0.0247 0.0390 0.0283
0.0605 0.0227 0.1429
-0.0871 0.2618 0.2626
-0.1094 -0.1227 -0.3247
0.0054 0.0375 0.0500
-0.0204 0.0812 0.0937
0.1813 0.3660 0.4613
-0.1314 -0.2302 -0.3256
-0.3916 0.1449 -0.3658
0.0162 0.0462 0.1747
0.0402 -0.1342 0.0066
0.2327 0.0724 0.2088
0.0968 -0.1166 0.1983
-0.3283 0.1029 -0.0916
0.1914 0.2388 0.1641
-0.3413 -0.6438 -0.3683
0.0163 0.0478 0.0609
0.0941 0.0014 0.0835
-0.0409 -0.1115 -0.1142
0.0169 -0.0303 -0.0354
0.1821 0.1342 0.2486
-0.0709 -0.0090 -0.0529
-0.0354 -0.0719 -0.0388
0.0579 -0.0509 0.0208
0.1138 -0.0155 0.0559
-0.0910 0.0314 -0.0968
0.0056 0.1351 0.0428
0.0705 0.0160 0.1832
0.0054 -0.0424 0.0592
-0.0505 -0.0167 -0.1558
-0.1579 -0.0885 -0.0215
-0.0361 0.0719 -0.0439
0.0047 0.0081 -0.0320
-0.0280 -0.1645 -0.0570
-0.0460 -0.0222 0.0353
0.0689 -0.0055 -0.1624
0.0111 0.0966 -0.0008
0.1246 0.0504 0.0481
-0.0616 -0.0258 -0.0539
0.0602 0.0379 -0.0582
-0.0088 0.0034 0.0202

Output
* energy above the lowest of the compared OMol25 structures with the same formula, charge and spin: 2.531 eV
* charge: 0
* LUMO energy: 0.005 hartree

Record 3
C24H28N4O4PPtS | wB97M-V/def2-TZVPD

Positions of all 63 atoms, in Å:
Pt1 1.1275 0.9103 -1.6384
O1 4.9951 1.7996 -1.8338
S1 3.8499 1.4137 -1.1095
O2 2.6944 2.3912 -1.0958
O3 3.1587 0.1353 -1.5769
C1 4.1941 1.1533 0.5871
C2 5.4732 1.3589 1.0651
C3 5.7096 1.1810 2.4256
C4 4.6780 0.8117 3.2747
C5 3.3909 0.6086 2.7851
C6 3.1361 0.7837 1.4289
P1 1.4660 0.4324 0.8263
C7 1.0967 -1.2928 1.0977
C8 0.5069 -1.7201 2.2944
C9 0.3023 -3.0727 2.5051
C10 0.6769 -3.9934 1.5319
C11 1.2599 -3.5689 0.3445
C12 1.4760 -2.2191 0.1195
C13 0.3273 1.4369 1.8210
C14 0.7464 2.6227 2.3952
C15 -0.1752 3.4495 3.1598
C16 -1.5105 3.1022 3.2922
C17 -1.9416 1.9373 2.7021
C18 -1.0269 1.1043 1.9417
H1 6.2662 1.6484 0.3877
H2 6.7079 1.3267 2.8144
H3 4.8739 0.6702 4.3290
H4 2.6033 0.2977 3.4628
H5 0.2459 -1.0166 3.0771
H6 -0.1347 -3.4110 3.4354
H7 0.5294 -5.0502 1.7102
H8 1.5568 -4.2916 -0.4037
H9 1.9655 -1.9004 -0.7930
H10 1.7768 2.9448 2.2860
H11 0.2004 4.3442 3.6432
H12 -2.1901 3.7211 3.8627
H13 -2.9750 1.6278 2.8054
H14 -1.4083 0.2140 1.4554
C19 -0.5179 3.6201 -2.0691
O4 0.4700 2.7200 -2.6494
H15 -0.2484 4.6455 -2.3060
H16 -0.5576 3.4895 -0.9885
H17 -1.4776 3.3788 -2.5142
H18 1.3106 3.1977 -2.7573
C20 -3.3541 -3.3864 -3.0084
C21 -4.4193 -2.3477 -2.6668
C22 -4.7822 -2.3570 -1.1856
C23 -4.0309 -0.9579 -3.1729
N1 -2.7188 -0.5107 -2.6453
C24 -1.5203 -0.6226 -3.2025
N2 -0.6391 -0.1536 -2.3435
N3 -1.3430 0.2463 -1.2482
N4 -2.5908 0.0297 -1.4274
H19 -3.7298 -4.3879 -2.8069
H20 -2.4539 -3.2597 -2.3956
H21 -3.0693 -3.3512 -4.0629
H22 -5.3212 -2.5847 -3.2357
H23 -3.9280 -2.0914 -0.5552
H24 -5.1020 -3.3556 -0.8913
H25 -5.5954 -1.6641 -0.9666
H26 -4.7550 -0.2018 -2.8781
H27 -3.9378 -0.9578 -4.2576
H28 -1.3174 -1.0288 -4.1815

Cartesian forces, eV/Å:
0.3110 -0.5098 0.0917
-0.0144 -0.0746 0.0492
0.1441 0.3296 0.1068
0.1137 0.0037 -0.1226
-0.2761 0.1598 -0.4393
-0.0742 0.0061 0.0068
-0.0562 -0.0729 -0.0203
-0.0089 -0.0226 0.0370
0.0799 0.0034 0.0382
0.0124 -0.0113 -0.0898
-0.0160 0.1205 -0.0609
-0.0675 -0.2203 0.0290
-0.1609 0.1117 -0.0092
0.0271 -0.0279 -0.0383
0.0009 0.0058 0.0309
0.0159 0.0079 0.0178
0.0110 -0.0072 -0.0305
-0.0231 0.0041 0.0476
-0.0403 0.1362 -0.0287
-0.1027 0.1109 0.1755
0.1961 -0.0830 -0.1087
-0.0042 -0.0349 0.0050
0.1349 -0.1705 -0.1511
-0.1676 0.1158 0.1419
-0.0034 -0.0073 -0.0011
0.0022 0.0137 0.0263
-0.0003 -0.0072 0.0066
0.0296 -0.0135 0.0050
-0.0165 -0.0142 -0.0112
0.0109 -0.0084 -0.0136
-0.0266 -0.0020 -0.0119
0.0132 0.0004 0.0154
0.0016 -0.0064 -0.0003
-0.0497 0.0833 0.0692
0.0741 -0.0095 -0.0505
0.0173 0.0050 0.0077
0.0334 -0.0834 -0.0606
-0.0696 0.0235 0.0318
-0.1753 0.0812 0.0398
0.3589 0.0679 0.0239
0.0269 -0.0111 -0.0568
0.0642 -0.0314 0.0195
0.0062 -0.0431 -0.0256
-0.0768 0.1016 -0.0733
0.0080 0.0240 0.0232
0.0479 -0.0674 0.0285
0.0579 0.0191 0.0073
-0.0783 -0.0965 0.0515
-0.2028 -0.0261 0.1291
0.2585 -0.0785 -0.2776
0.0726 0.2848 0.8656
-0.6144 -0.2917 -0.2014
0.2076 0.1018 -0.1967
0.0053 -0.0051 -0.0073
-0.0239 0.0146 -0.0151
-0.0148 -0.0222 0.0115
-0.0273 -0.0049 -0.0368
-0.0017 -0.0235 -0.0305
-0.0249 0.0103 0.0034
0.0039 -0.0110 -0.0004
0.0286 0.0507 0.0144
0.0662 0.0711 -0.0107
-0.0237 0.0310 0.0236

Output
* energy above the lowest of the compared OMol25 structures with the same formula, charge and spin: 0.000 eV
* charge: +3
* LUMO energy (alpha / beta): -0.354 / -0.494 hartree
* multiplicity: 5
* ⟨S²⟩: 6.030

Record 4
C24H28N6O | wB97M-V/def2-TZVPD

Positions of all 59 atoms, in Å:
C1 -4.4759 1.0026 2.6180
O1 -3.8816 -0.1952 3.1684
C2 -2.5420 -0.3514 3.0036
C3 -1.9498 -1.4997 3.5895
C4 -0.5982 -1.7070 3.4517
C5 0.2314 -0.7760 2.7748
C6 1.6513 -1.0189 2.6520
C7 2.5841 -0.0455 2.8802
C8 3.9795 -0.3218 2.8045
N1 5.1082 -0.6236 2.7092
C9 2.2196 1.2427 3.3724
N2 1.9091 2.2959 3.7853
C10 -0.3719 0.3710 2.2193
C11 -1.7368 0.5761 2.2973
H1 -5.5275 0.9239 2.8880
H2 -4.0308 1.9062 3.0592
H3 -4.3607 1.0364 1.5252
H4 -2.5924 -2.1903 4.1332
H5 -0.1272 -2.5826 3.8992
H6 1.9818 -2.0331 2.4370
H7 0.2364 1.1019 1.6880
H8 -2.1896 1.4593 1.8404
C12 2.4998 3.3231 -2.5240
C13 3.7648 2.4862 -2.5781
N3 3.5733 1.1860 -3.2416
C14 4.2729 0.9974 -4.4878
C15 3.6768 -0.1344 -5.3042
N4 3.4286 -1.2969 -4.4832
C16 3.6081 -2.6027 -5.0743
C17 2.6247 -3.6069 -4.5016
N5 2.5431 -3.5181 -3.0656
C18 1.9725 -4.6838 -2.3708
C19 2.9800 -5.4179 -1.5050
C20 2.6569 -2.3119 -2.4427
C21 2.3120 -2.1153 -1.0817
N6 2.3057 -0.9049 -0.5421
C22 2.6531 0.1857 -1.2119
C23 3.0756 0.1135 -2.5637
C24 3.0559 -1.1662 -3.1856
H9 2.7027 4.2495 -1.9789
H10 2.1740 3.5928 -3.5342
H11 1.6858 2.7971 -2.0166
H12 4.5360 3.0089 -3.1535
H13 4.1378 2.3150 -1.5603
H14 4.2050 1.9397 -5.0460
H15 5.3439 0.7814 -4.3047
H16 2.7371 0.2197 -5.7696
H17 4.3696 -0.4191 -6.1042
H18 3.4599 -2.5147 -6.1565
H19 4.6367 -2.9705 -4.8945
H20 1.6304 -3.4379 -4.9596
H21 2.9448 -4.6272 -4.7479
H22 1.1297 -4.3510 -1.7520
H23 1.5943 -5.3489 -3.1542
H24 2.4785 -6.2393 -0.9851
H25 3.7758 -5.8478 -2.1225
H26 3.4275 -4.7589 -0.7552
H27 2.0181 -2.9497 -0.4428
H28 2.6234 1.1344 -0.6728

Cartesian forces, eV/Å:
0.2499 -0.5096 0.2244
0.1563 0.4826 -0.3298
0.6442 0.1863 -0.1488
-0.6468 0.6930 -0.3158
0.7052 0.2455 -0.3586
-1.3213 0.1370 -0.0593
0.8658 0.8172 0.3823
-0.6715 -0.9622 0.0842
2.8235 -1.0384 -0.5476
-2.5263 0.7899 0.2920
-0.8605 2.7666 0.9032
0.7844 -2.4210 -0.9494
0.4171 -0.4343 0.0530
-0.7531 -0.4001 0.5301
0.0944 0.1293 -0.0963
-0.1280 -0.2659 -0.0437
-0.0676 -0.0705 0.2681
0.1895 0.1392 -0.1225
-0.1919 0.1205 -0.1130
0.1019 0.2448 -0.0196
-0.1112 -0.2633 0.0793
0.2955 -0.3651 0.1705
-0.0819 0.2298 -0.0704
-0.0694 -0.7557 -0.1492
-0.1189 1.2857 -0.4290
0.4967 0.0048 0.1479
-0.5004 0.0843 -0.0726
0.3552 -0.1344 -1.3655
0.4780 -0.0638 0.2181
-0.4816 -0.0222 -0.1352
0.2324 -1.3672 -0.0619
0.1951 0.7324 -0.2535
0.0991 -0.2284 0.0306
-0.4430 1.4432 0.7372
0.2147 0.3993 -0.9594
-0.2219 0.0924 0.8694
0.2150 -0.5845 -0.8199
-0.0407 -1.2400 1.0860
-0.4267 0.1501 1.6338
-0.0790 -0.0409 -0.0215
-0.0381 -0.0864 0.1416
0.1171 0.0433 -0.1122
-0.0496 -0.0166 0.2594
0.1433 0.0812 -0.1766
0.1051 -0.2552 -0.0643
-0.1883 0.0707 -0.0867
0.2278 -0.0990 0.0360
-0.1024 0.1410 0.1073
0.0226 -0.1117 0.1704
-0.2148 0.0820 -0.1116
0.1971 -0.0650 0.0336
-0.0456 0.2300 -0.1610
-0.0442 -0.1115 -0.2037
-0.0886 0.0626 0.2288
0.0798 0.0301 0.0135
-0.0394 0.1151 0.1305
-0.0316 -0.0784 -0.1578
0.1015 0.2581 -0.1669
-0.0239 -0.2969 -0.1479

Output
* energy above the lowest of the compared OMol25 structures with the same formula, charge and spin: 2.451 eV
* charge: 0
* LUMO energy: -0.011 hartree